# 1
{"formula": "C6H9FS", "method": "ωB97M-V/def2-TZVPD", "smiles": "C[C@]12C[C@@H](F)C[C@H]1S2", "total_charge": 0, "e_tot_ev": -19917.7171, "de_lowest_kj_mol": 273.5, "homo_lumo_gap_ev": 9.497, "species": ["C", "C", "C", "C", "C", "C", "H", "H", "H", "H", "H", "H", "H", "H", "H", "F", "S"], "xyz": [[2.193813, 0.698263, -0.185544], [0.753317, 0.000401, -0.131018], [-0.369100, 0.852433, -0.680745], [-1.691252, 0.339279, -0.084669], [-1.290986, -0.947328, 0.824438], [0.252810, -1.009516, 0.696886], [2.867210, 0.517150, -1.255265], [2.664174, -0.225427, 0.400976], [2.282181, 1.609218, 0.321364], [-0.343360, 2.013742, -0.535534], [-0.216639, 0.994131, -1.732665], [-2.337413, 1.024112, 0.381975], [-1.670723, -0.668360, 1.923540], [-1.953259, -1.744420, 0.425561], [0.732484, -1.508230, 1.685098], [-2.480973, -0.283673, -1.072595], [0.607717, -1.661770, -0.981796]], "atomic_forces_ev_per_a": [[1.3499, -6.9920, -1.3312], [1.6404, 3.6344, -3.4068], [-0.7450, 3.2164, 0.9071], [1.2986, -3.7844, -1.2743], [-1.2865, 3.3488, 1.8224], [-1.4863, -3.9666, 4.0436], [-2.6031, 1.1374, 2.8959], [0.1429, 2.4499, -0.6122], [0.1280, 1.2967, 0.4888], [0.5363, -1.7575, 1.0989], [-0.7749, -1.0584, -0.9635], [-0.4383, 1.0995, 0.6872], [1.0944, -0.8646, -2.0610], [1.1074, 0.1427, 0.4431], [-0.5072, 1.3353, -2.7170], [-0.3541, 0.6593, -0.5563], [0.8972, 0.1032, 0.5354]], "lowdin_charge": [-0.053, -0.709, -0.161, -0.261, -0.136, -0.536, 0.151, 0.092, 0.030, 0.146, 0.106, 0.116, 0.141, 0.110, 0.169, -0.074, 0.869]}

# 2
{"formula": "C6H9IO", "method": "ωB97M-V/def2-TZVPD", "smiles": "C[C@H]1C[C@H]2C[C@@]2(I)O1", "total_charge": 0, "e_tot_ev": -16513.9543, "de_lowest_kj_mol": 88.2, "homo_lumo_gap_ev": 9.591, "species": ["C", "C", "C", "C", "C", "C", "O", "I", "H", "H", "H", "H", "H", "H", "H", "H", "H"], "xyz": [[0.767860, -0.501919, -0.780873], [-0.945349, -1.587506, 0.984152], [-0.540400, -1.248093, -0.412033], [0.322558, 0.929557, -0.406646], [-1.331076, -0.298175, 0.459082], [1.433090, 1.790486, 0.120011], [-0.612054, 0.811099, 0.727538], [-3.426618, 0.162907, -0.079089], [1.641220, -0.715485, -0.193829], [0.830771, -0.647540, -1.826546], [-1.607684, -2.480767, 1.135425], [-0.185132, -1.636043, 1.737974], [-1.025253, -1.818216, -1.262512], [-0.317636, 1.287632, -1.174355], [1.431807, 1.666501, 1.242566], [1.152802, 2.896124, 0.107611], [2.411087, 1.389443, -0.378472]], "atomic_forces_ev_per_a": [[-2.4472, 0.5227, 1.7271], [0.0247, -2.6822, 1.3372], [-0.3037, -0.4150, -1.6052], [0.2473, -0.3082, 1.1899], [-2.0291, 0.0439, -1.4702], [0.6787, 0.8220, 0.4389], [0.7244, -0.3941, -0.0888], [0.7553, -0.2867, 0.2815], [0.4818, -0.7067, -0.0051], [0.8895, 0.1375, -1.0316], [0.1819, 1.3275, -0.4208], [0.4476, 0.4182, 0.3575], [0.4811, 0.8050, 1.3178], [-0.0924, 0.8846, -1.0720], [0.4974, -0.5450, -1.1655], [0.9624, -1.2670, -0.8550], [-1.4996, 1.6436, 1.0644]], "lowdin_charge": [-0.070, -0.105, -0.232, -0.355, -0.868, -0.044, -0.120, 0.739, 0.111, 0.105, 0.130, 0.111, 0.152, 0.133, 0.099, 0.099, 0.116]}

# 3
{"formula": "C6H9LiO7Tb", "method": "ωB97M-V/def2-TZVPD", "total_charge": 2, "multiplicity": 8, "s_squared": 16.777, "e_tot_ev": -43324.9244, "de_lowest_kj_mol": 22.8, "homo_lumo_gap_ev": [6.231, 5.689], "species": ["O", "C", "O", "Tb", "O", "C", "C", "H", "H", "H", "H", "C", "C", "O", "C", "O", "O", "O", "Li", "H", "H", "H", "H", "H"], "xyz": [[0.102297, 3.362249, -2.261495], [1.203806, 2.715882, -2.173112], [1.769517, 2.630364, -1.054460], [0.314062, 3.706153, -0.067223], [1.631752, 2.106172, -3.243548], [2.575533, 1.018511, -3.109755], [1.949571, -0.201209, -2.544476], [3.435069, 1.356570, -2.517072], [2.920675, 0.861480, -4.143543], [2.570779, -0.863523, -1.941910], [1.087914, -0.626116, -3.061270], [-4.376145, -0.875769, 0.031306], [-2.948417, -0.512444, -0.316773], [-2.643208, 0.691292, 0.370712], [-2.171448, 1.736887, -0.304648], [-2.395072, 1.827843, -1.522201], [-1.359156, 2.454661, 0.358341], [-4.695339, -2.058953, -0.665540], [-1.627608, 2.874056, -2.848733], [-5.048233, -0.045252, -0.244407], [-4.456774, -1.017310, 1.121751], [-2.700187, -0.426610, -1.447945], [-5.615453, -2.284459, -0.505566], [-2.273261, -1.313094, 0.016749]], "atomic_forces_ev_per_a": [[-0.1748, 0.8488, 0.5392], [0.6979, -2.3113, -3.8035], [1.2940, -0.0589, 0.8219], [-2.1435, -0.1598, 2.0815], [-1.4843, 1.4665, 1.1356], [1.4430, -0.8913, 0.1639], [0.0537, -0.1510, -0.3359], [-0.2397, -0.0263, -0.1627], [-0.1368, 0.0763, 0.2654], [-0.2516, 0.2371, -0.1099], [0.1482, 0.1124, 0.2655], [-0.5562, 0.0556, -0.1355], [0.2076, -1.2536, -2.3069], [1.2468, 1.9032, 0.5093], [-1.6156, -4.2180, -1.5867], [0.5042, 1.3277, 0.2744], [2.1287, 2.8773, 0.7108], [0.2935, 0.1882, -0.0402], [-0.5730, -0.3912, -0.3538], [0.1853, -0.1424, 0.0051], [0.1248, 0.0841, -0.2251], [-1.0164, 0.0712, 1.8639], [-0.0529, -0.0713, 0.0279], [-0.0830, 0.4270, 0.3958]], "lowdin_charge": [-0.182, -0.721, -0.091, 2.223, 0.102, -0.174, 0.115, 0.140, 0.155, 0.084, 0.079, -0.233, -0.136, 0.061, -0.668, -0.027, -0.178, -0.035, 0.800, 0.135, 0.138, 0.164, 0.104, 0.145]}

# 4
{"formula": "C6H9MgNdO5", "method": "ωB97M-V/def2-TZVPD", "total_charge": 1, "multiplicity": 5, "s_squared": 6.006, "e_tot_ev": -37320.7593, "de_lowest_kj_mol": 81.5, "homo_lumo_gap_ev": [7.712, 7.249], "species": ["O", "C", "C", "O", "Nd", "H", "H", "O", "C", "C", "O", "C", "C", "O", "Mg", "H", "H", "H", "H", "H", "H", "H"], "xyz": [[-0.779516, -1.259779, -2.199530], [-1.460201, -0.046463, -2.298301], [-0.485770, 1.133972, -2.376180], [0.559567, 0.983116, -1.454619], [0.755397, -1.125974, -1.137941], [-2.119518, -0.014129, -3.187750], [-0.039629, 1.153247, -3.389152], [0.246109, 1.811918, 1.546802], [-0.883940, 1.159851, 1.705000], [-1.084669, -0.170115, 1.515596], [-0.058138, -0.991147, 1.029123], [1.045654, -1.260387, 1.928383], [2.268157, -1.295713, 1.077434], [2.335007, -0.355369, 0.120428], [1.498444, 1.482509, 0.127224], [-1.726542, 1.709245, 2.153455], [-1.998758, -0.689010, 1.797654], [0.878469, -2.208888, 2.458429], [1.067516, -0.438523, 2.667688], [3.184896, -1.784936, 1.417872], [-2.132932, 0.134983, -1.384798], [-1.069603, 2.071595, -2.116817]], "atomic_forces_ev_per_a": [[-4.5364, -0.3587, -3.4277], [-2.1383, 1.4253, 0.6429], [-1.1983, 1.1959, -0.7549], [0.9215, 1.1726, 0.4978], [3.4145, -4.8702, 0.8533], [0.2941, -0.0698, 0.4063], [-0.3366, 0.4223, 0.3495], [0.5619, -0.0786, -0.8028], [-0.1901, -0.8211, 0.5708], [-0.7188, 0.9744, 0.4237], [0.0849, -0.1347, 0.4176], [0.0188, -0.0477, 0.6115], [0.3409, -0.0468, 0.4490], [2.3164, 2.1060, 1.7762], [-0.6539, 0.2616, 0.9178], [0.2786, -0.0971, -0.3017], [0.2605, 0.1690, -0.1919], [0.0572, 0.2578, -0.1490], [0.0308, -0.2060, -0.1746], [-0.2917, 0.1370, -0.2490], [0.7994, -0.4857, -1.0924], [0.6845, -0.9054, -0.7726]], "lowdin_charge": [-0.381, -0.290, -0.268, -0.447, 1.837, 0.136, 0.131, -0.204, -0.263, -0.132, -0.306, -0.152, -0.222, -0.399, 0.986, 0.134, 0.125, 0.146, 0.149, 0.129, 0.137, 0.153]}

# 5
{"formula": "C6H9N", "method": "ωB97M-V/def2-TZVPD", "smiles": "C=N[C@H]1CC12CC2", "total_charge": 0, "e_tot_ev": -7854.5952, "de_lowest_kj_mol": 343.9, "homo_lumo_gap_ev": 10.716, "species": ["C", "C", "N", "C", "C", "C", "C", "H", "H", "H", "H", "H", "H", "H", "H", "H"], "xyz": [[-2.167625, 0.905375, -0.558119], [-0.126518, 1.143398, 0.230591], [-1.531288, 1.083884, 0.510660], [0.615131, 0.599874, 1.411054], [0.479374, -0.218827, 0.179084], [0.213440, -1.645618, -0.150693], [1.464556, -0.945383, -0.648497], [-3.078108, 0.337559, -0.481145], [-1.747475, 1.176929, -1.530782], [0.252526, 1.930121, -0.429384], [-0.048279, 0.371985, 2.246356], [1.582589, 1.009159, 1.646535], [-0.521580, -1.934397, -0.902719], [0.341033, -2.394274, 0.629071], [2.405973, -1.185472, -0.165396], [1.532211, -0.772192, -1.720615]], "atomic_forces_ev_per_a": [[-0.5989, -0.0843, -0.0236], [0.3932, 0.1887, 0.4297], [-0.1922, -0.7517, -0.6781], [0.5394, 0.0416, 0.2164], [0.2476, -0.0224, 0.0898], [-0.0995, -0.0618, 0.0637], [0.2800, 0.0076, -0.0892], [-0.9705, 0.6266, -0.3047], [-0.0386, -0.4333, -0.1820], [-0.0232, -0.1476, 0.2910], [0.3176, 0.0569, -0.1838], [0.2481, -0.0349, 0.1628], [0.0535, 0.3067, 0.1649], [-0.0918, 0.2529, -0.0327], [-0.0242, -0.0816, -0.1346], [-0.0405, 0.1366, 0.2102]], "lowdin_charge": [-0.051, -0.293, 0.022, -0.043, -0.392, -0.070, -0.085, 0.068, 0.084, 0.149, 0.112, 0.099, 0.098, 0.101, 0.101, 0.100]}

# 6
{"formula": "C6H9N", "method": "ωB97M-V/def2-TZVPD", "smiles": "CC#CCN1CC1", "total_charge": 0, "e_tot_ev": -7854.1333, "de_lowest_kj_mol": 388.5, "homo_lumo_gap_ev": 10.322, "species": ["C", "C", "C", "C", "N", "C", "C", "H", "H", "H", "H", "H", "H", "H", "H", "H"], "xyz": [[-3.119352, -0.299229, -0.526134], [-1.758304, -0.399000, -1.031557], [-0.587484, -0.144650, -1.169034], [0.489788, 0.662513, -0.568169], [0.866447, 0.074214, 0.702635], [2.205771, 0.434702, 1.109675], [1.906519, -0.925346, 0.590174], [-3.868003, -0.901327, -1.046038], [-3.408696, 0.759308, -0.542231], [-3.103069, -0.573598, 0.534602], [1.375053, 0.943137, -1.175036], [-0.078076, 1.566463, -0.354400], [2.335657, 0.621126, 2.171447], [2.717978, 1.143197, 0.459574], [2.210242, -1.190716, -0.422258], [1.815527, -1.770794, 1.266749]], "atomic_forces_ev_per_a": [[-0.3500, -0.0729, 0.1368], [0.4446, 0.1452, -0.0797], [-0.5935, 0.0587, 0.2054], [-0.0186, 0.1968, -0.2524], [-0.1682, 0.0392, 0.1468], [0.2369, 0.2741, 0.1389], [0.0773, -0.2934, -0.0907], [0.1151, 0.0982, 0.0472], [-0.1112, -0.2238, -0.2181], [-0.0849, -0.1947, -0.1854], [-0.4195, -0.4309, -0.0831], [0.4704, 0.4763, 0.1128], [0.0651, -0.1484, -0.1144], [0.1253, -0.2195, 0.1008], [0.1428, 0.1272, 0.1785], [0.0685, 0.1679, -0.0433]], "lowdin_charge": [-0.102, -0.094, -0.023, -0.243, -0.129, -0.150, -0.141, 0.071, 0.083, 0.084, 0.115, 0.122, 0.100, 0.098, 0.107, 0.101]}

# 7
{"formula": "C6H9N", "method": "ωB97M-V/def2-TZVPD", "total_charge": 0, "e_tot_ev": -7852.6043, "de_lowest_kj_mol": 536.0, "homo_lumo_gap_ev": 7.731, "species": ["C", "C", "C", "C", "C", "C", "N", "H", "H", "H", "H", "H", "H", "H", "H", "H"], "xyz": [[2.970530, -0.062516, 0.102294], [1.457246, -0.126154, -0.229828], [-0.570880, -1.412567, -0.424813], [-1.256033, -0.201915, -0.155388], [-2.756319, -0.344242, -0.093085], [-0.613047, 0.943266, 0.244484], [0.794294, 0.883266, 0.281170], [3.257350, 0.627978, 0.925490], [3.342370, -1.057118, 0.355312], [3.545797, 0.262742, -0.781322], [-0.966159, -1.844768, -1.388136], [-3.223893, 0.631896, -0.194686], [-3.012751, -0.798877, 0.870470], [-3.161136, -1.010403, -0.868508], [-1.072792, 1.872824, 0.558408], [1.265425, 1.636589, 0.798138]], "atomic_forces_ev_per_a": [[-0.4466, -0.2776, -0.2655], [-0.3259, 0.1049, 0.1722], [0.8620, 1.4131, -0.1713], [0.7264, 0.0702, 0.4058], [-0.1547, -0.1404, -0.0267], [-0.1336, -0.4467, 0.0251], [-0.4762, -0.3645, -0.2685], [-0.4548, -0.2903, -0.2706], [-0.0765, 0.0544, -0.0138], [-0.3907, -0.1955, 0.1340], [1.0771, 0.2065, 0.5440], [-0.1666, -0.0062, 0.1121], [-0.1244, 0.2524, -0.1527], [0.2375, 0.2236, 0.1106], [0.0101, -0.2082, -0.0475], [-0.1630, -0.3957, -0.2872]], "lowdin_charge": [-0.103, -0.072, 0.141, -0.456, -0.074, -0.119, -0.046, 0.066, 0.061, 0.068, 0.041, 0.074, 0.084, 0.078, 0.105, 0.151]}

# 8
{"formula": "C6H9N", "method": "ωB97M-V/def2-TZVPD", "smiles": "C=C1N=CC=C1C.[H][H]", "total_charge": 0, "e_tot_ev": -7855.6007, "de_lowest_kj_mol": 246.9, "homo_lumo_gap_ev": 8.946, "species": ["C", "C", "C", "C", "C", "C", "N", "H", "H", "H", "H", "H", "H", "H", "H", "H"], "xyz": [[-0.495862, 1.549296, 0.427242], [0.412986, 0.555476, 0.410214], [0.240939, -0.917720, 0.298278], [-1.104484, -1.551789, 0.236103], [1.489720, -1.398442, 0.098764], [2.383182, -0.252856, 0.161010], [1.781866, 0.875870, 0.323023], [-1.514983, 1.413641, 0.749599], [-2.175464, 2.533996, -1.819761], [-0.379378, 2.622622, 0.289033], [-1.075668, -2.631104, 0.121261], [-1.697665, -1.178424, -0.603685], [-1.692250, -1.320083, 1.123867], [1.826124, -2.423860, 0.092804], [3.461576, -0.351480, 0.139479], [-1.460639, 2.474852, -2.047229]], "atomic_forces_ev_per_a": [[-0.5147, -0.2252, 0.8324], [-0.2695, 1.0793, -0.5179], [-0.1561, 0.4102, -0.2318], [-0.3011, -0.1684, 0.0600], [-0.5527, -0.0827, 0.7395], [0.1587, 0.1006, 0.3090], [0.6598, -0.0933, -0.4360], [-0.4464, -0.8448, -0.4777], [0.3439, -0.0109, -0.1643], [1.1373, -0.3348, 0.0863], [0.2087, -0.1200, 0.1013], [0.2252, 0.1271, -0.0351], [0.0298, -0.0275, 0.1485], [-0.1868, -0.0822, -0.3831], [0.0539, 0.2394, -0.1201], [-0.3897, 0.0332, 0.0890]], "lowdin_charge": [0.087, -0.330, -0.230, -0.052, -0.020, -0.151, 0.071, 0.058, 0.029, 0.062, 0.075, 0.085, 0.081, 0.103, 0.105, 0.027]}